Entry 1:
C28H24O4S2 | ωB97M-V/def2-TZVPD

```
58
Properties=species:S:1:pos:R:3
C 1.318 1.557 3.666
C -0.065 2.071 3.289
C -1.206 1.462 3.784
C -2.432 2.084 3.704
C -2.550 3.278 2.961
C -1.413 3.850 2.356
C -0.174 3.228 2.496
C 2.281 1.455 2.540
C 2.700 0.250 2.082
C 3.514 0.021 0.896
C 4.104 -1.247 0.723
C 4.978 -1.474 -0.333
C 5.225 -0.459 -1.250
C 4.582 0.770 -1.149
C 3.721 1.017 -0.081
H 1.266 0.542 4.099
H -1.127 0.458 4.231
H -3.336 1.594 4.109
H -3.526 3.771 2.885
H -1.528 4.742 1.716
H 0.678 3.609 1.909
H 2.724 2.397 2.129
H 2.399 -0.638 2.672
H 3.923 -2.009 1.476
H 5.456 -2.437 -0.430
H 5.893 -0.636 -2.089
H 4.725 1.555 -1.878
H 3.238 1.983 0.060
C -0.971 6.339 6.102
C -1.439 5.264 6.847
C -0.710 4.097 6.957
C 0.495 3.944 6.248
S 1.243 2.309 6.530
C 2.711 2.026 5.473
S 3.876 0.555 5.634
C 5.332 1.171 4.747
C 5.655 0.546 3.550
C 6.423 1.246 2.621
C 6.942 2.494 2.967
C 6.705 3.073 4.214
C 5.879 2.405 5.124
O 4.418 0.453 6.981
O 3.171 -0.538 4.986
O 0.206 1.254 6.354
O 1.745 2.573 4.502
C 1.044 5.051 5.594
C 0.289 6.224 5.494
H -1.583 7.251 5.997
H -2.408 5.324 7.365
H -1.084 3.277 7.579
H 3.366 2.888 5.352
H 5.193 -0.423 3.336
H 6.579 0.802 1.637
H 7.549 3.029 2.237
H 7.107 4.053 4.484
H 5.571 2.882 6.058
H 2.039 4.998 5.132
H 0.664 7.078 4.924
```

Results
Frontier orbital gap   7.53 eV
ΔE to the lowest compared entry with this formula, charge and spin   299.1 kJ/mol

=====

Entry 2:
C28H25AgN6O10P2S | ωB97M-V/def2-TZVPD

```
73
Properties=species:S:1:pos:R:3
Ag 0.281 0.185 -0.885
O -0.106 -1.022 3.303
S -0.287 -0.092 2.200
O -1.311 -0.425 1.233
N 1.037 0.226 1.407
C 2.283 0.244 1.980
C 2.593 0.320 3.332
C 3.927 0.345 3.780
C 4.987 0.310 2.915
C 4.728 0.253 1.524
C 5.749 0.247 0.544
C 5.425 0.216 -0.781
C 4.062 0.186 -1.148
N 3.098 0.174 -0.269
C 3.396 0.213 1.052
C -0.787 1.451 2.934
C -0.943 1.551 4.308
C -1.299 2.774 4.866
C -1.483 3.881 4.047
C -1.312 3.770 2.671
C -0.962 2.554 2.101
H 1.790 0.340 4.053
H 4.115 0.398 4.847
H 6.010 0.334 3.272
H 6.785 0.285 0.864
H 6.192 0.231 -1.546
H 3.760 0.189 -2.192
H -0.793 0.668 4.918
H -1.426 2.863 5.938
H -1.750 4.837 4.485
H -1.432 4.637 2.033
H -0.788 2.471 1.028
O 2.055 0.915 -4.866
P 0.862 1.075 -3.751
O -0.208 1.943 -4.314
O 0.553 -0.310 -3.262
O 1.697 1.875 -2.591
P 1.118 3.119 -1.656
O 2.286 3.126 -0.524
O 1.166 4.398 -2.391
O -0.155 2.630 -1.008
H 2.146 1.785 -5.269
H 2.177 2.323 0.006
N -1.813 -3.634 -3.780
C -1.376 -4.587 -2.922
O -1.677 -5.766 -3.055
C -0.517 -4.117 -1.790
C -0.045 -5.030 -0.859
C 0.764 -4.582 0.171
C 1.079 -3.228 0.232
N 0.629 -2.353 -0.655
C -0.154 -2.788 -1.638
H -2.349 -3.934 -4.573
H -1.516 -2.673 -3.726
H -0.320 -6.072 -0.965
H 1.139 -5.262 0.925
H 1.699 -2.824 1.027
H -0.470 -2.002 -2.318
N -3.738 1.704 -2.063
C -2.467 1.250 -2.301
N -2.251 0.076 -1.784
C -3.437 -0.274 -1.151
C -3.764 -1.420 -0.431
C -5.046 -1.526 0.082
C -5.993 -0.507 -0.100
C -5.679 0.648 -0.802
C -4.392 0.742 -1.317
H -4.071 2.620 -2.300
H -1.744 1.813 -2.887
H -3.014 -2.183 -0.259
H -5.322 -2.406 0.652
H -6.984 -0.618 0.325
H -6.405 1.444 -0.926
```

Results
Frontier orbital gap   7.08 eV
Net charge   -2
ΔE to the lowest compared entry with this formula, charge and spin   85.6 kJ/mol

=====

Entry 3:
C28H25BFN2O12P | ωB97M-V/def2-TZVPD

```
70
Properties=species:S:1:pos:R:3
C -0.490 -4.295 -1.007
C 0.191 -3.989 0.303
O -0.268 -3.176 1.067
N 1.405 -4.752 0.580
B 2.500 -3.973 1.142
F 3.411 -3.535 0.322
P 2.774 -3.519 3.013
N 1.456 -3.212 3.783
O 3.827 -2.321 3.009
O 3.528 -4.750 3.726
C 1.130 -5.978 1.324
C 1.520 -7.238 0.617
O 0.613 -5.990 2.405
H -0.912 -3.367 -1.344
H -1.300 -4.982 -0.803
H 0.205 -4.698 -1.723
H 1.457 -2.264 4.135
H 3.707 -1.784 3.801
H 2.827 -5.347 4.009
H 2.552 -7.198 0.304
H 0.892 -7.370 -0.253
H 1.369 -8.057 1.298
C -4.465 0.600 -1.370
C -3.238 0.936 -1.754
C -2.045 0.296 -1.150
O -0.924 0.603 -1.502
C -2.268 -0.731 -0.103
C -3.496 -1.067 0.281
C -4.693 -0.428 -0.324
O -5.813 -0.734 0.023
H -5.348 1.056 -1.794
H -3.052 1.686 -2.513
H -1.384 -1.186 0.327
H -3.680 -1.813 1.043
C 0.462 3.416 -2.806
C 1.773 3.252 -2.959
C 2.554 4.112 -3.882
O 3.748 3.965 -4.024
C 1.816 5.163 -4.629
C 0.505 5.325 -4.478
C -0.275 4.464 -3.554
O -1.471 4.612 -3.418
H -0.124 2.795 -2.140
H 2.328 2.493 -2.424
H 2.405 5.779 -5.297
H -0.052 6.083 -5.014
C 6.754 -1.202 3.800
C 7.976 -1.133 3.280
C 8.850 0.040 3.534
O 9.963 0.110 3.064
C 8.305 1.129 4.387
C 7.080 1.057 4.902
C 6.213 -0.117 4.647
O 5.091 -0.191 5.108
H 6.095 -2.043 3.635
H 8.388 -1.915 2.656
H 8.958 1.975 4.559
H 6.663 1.840 5.523
C -9.189 3.885 -1.427
C -8.020 3.523 -0.906
C -6.740 3.907 -1.551
O -5.674 3.575 -1.079
C -6.811 4.709 -2.797
C -7.979 5.071 -3.318
C -9.261 4.689 -2.673
O -10.326 5.020 -3.147
H -10.135 3.616 -0.974
H -7.944 2.937 0.002
H -5.864 4.978 -3.249
H -8.054 5.656 -4.225
```

Results
SMILES   CC(=O)N(B(F)P(=N)(O)O)C(C)=O.O=C1C=CC(=O)C=C1.O=C1C=CC(=O)C=C1.O=C1C=CC(=O)C=C1.O=C1C=CC(=O)C=C1
Frontier orbital gap   7.25 eV

=====

no.,LUMO energy (Eh),strongest force on any atom (eV/Å),E_tot (eV)
1,-0.004,6.99,-59279.49968
2,0.164,0.38,-92281.46825
3,-0.058,1.97,-69672.35724